H34O17 | ωB97M-V/def2-TZVPD

Cartesian coordinates (Å):
O (2.90, -1.23, -1.11)
H (3.61, -1.48, -1.71)
H (2.35, -2.00, -1.09)
O (1.35, 0.91, -4.70)
H (2.20, 1.34, -4.72)
H (0.82, 0.99, -5.48)
O (-2.42, -3.68, -2.01)
H (-2.33, -3.26, -1.16)
H (-1.55, -3.97, -2.28)
O (-1.10, 2.14, 3.08)
H (-0.19, 2.28, 2.81)
H (-1.67, 2.75, 2.60)
O (0.33, -2.65, 2.83)
H (0.88, -1.86, 2.84)
H (-0.50, -2.40, 3.27)
O (-1.54, -1.39, 4.31)
H (-1.00, -0.60, 4.40)
H (-2.47, -1.16, 4.38)
O (-1.15, 3.53, -3.61)
H (-1.07, 2.57, -3.68)
H (-1.04, 3.82, -4.52)
O (0.88, -3.65, -2.14)
H (0.25, -2.94, -2.12)
H (0.59, -4.56, -2.02)
O (0.42, 1.56, -0.20)
H (-0.27, 2.20, -0.23)
H (1.16, 2.17, -0.06)
O (-0.51, -1.27, -4.99)
H (-0.05, -0.68, -4.38)
H (-0.08, -2.13, -4.90)
O (1.80, 1.29, 4.04)
H (2.34, 0.50, 3.98)
H (1.88, 1.86, 3.28)
O (0.79, -5.13, 0.11)
H (1.10, -4.22, 0.06)
H (1.33, -5.50, 0.82)
O (2.70, 2.75, 1.66)
H (3.60, 2.89, 1.40)
H (2.20, 3.50, 2.01)
O (-2.67, -1.63, 1.41)
H (-2.68, -2.43, 1.95)
H (-1.89, -1.94, 0.93)
O (-0.74, -1.15, -0.68)
H (-0.18, -0.50, -1.10)
H (-0.92, -0.98, 0.24)
O (-2.51, 4.08, 0.01)
H (-2.27, 4.96, -0.29)
H (-3.08, 3.69, -0.65)
O (1.00, 5.12, 2.16)
H (0.07, 4.99, 1.97)
H (1.37, 5.52, 1.36)

Its total charge is 0. For the energy above the lowest of the compared OMol25 structures with the same formula, charge and spin, the calculation gives 3.087 eV. For the orbital gap, the calculation gives 10.6 eV. Its HOMO energy is -10.82 eV.

Just the Löwdin charges please, in e? Sure, here they are: -0.05, 0.03, -0.01, -0.04, 0.04, 0.03, -0.04, 0.01, 0.00, -0.04, -0.01, 0.02, -0.07, 0.02, -0.01, -0.05, 0.05, 0.06, -0.06, 0.03, 0.03, -0.06, 0.01, 0.03, -0.04, 0.01, 0.02, -0.06, 0.00, 0.03, -0.05, 0.04, -0.02, -0.06, 0.02, 0.04, -0.03, 0.05, 0.01, -0.05, 0.05, 0.00, -0.04, 0.03, 0.01, -0.05, 0.03, 0.04, -0.03, 0.04, 0.06


C32H36N3 | ωB97M-V/def2-TZVPD

Cartesian coordinates (Å):
C (5.57, 0.73, -3.02)
C (5.16, -0.47, -3.64)
C (4.02, -1.13, -3.18)
C (3.30, -0.61, -2.10)
C (2.00, -1.28, -1.72)
C (0.86, -0.55, -2.42)
C (-0.33, -1.39, -2.92)
C (-1.46, -0.33, -3.07)
C (-0.95, 0.90, -2.31)
N (0.21, 0.41, -1.56)
C (3.72, 0.56, -1.46)
C (4.85, 1.23, -1.92)
H (6.44, 1.26, -3.39)
H (5.72, -0.88, -4.47)
H (3.67, -2.04, -3.66)
H (1.98, -2.33, -2.03)
H (1.85, -1.23, -0.64)
H (1.26, -0.02, -3.32)
H (-0.10, -1.97, -3.82)
H (-0.63, -2.09, -2.13)
H (-1.66, -0.08, -4.11)
H (-2.38, -0.71, -2.62)
H (-0.62, 1.70, -3.01)
H (-1.70, 1.34, -1.64)
H (0.84, 1.15, -1.27)
H (3.16, 0.94, -0.60)
H (5.18, 2.15, -1.43)
C (-2.54, -3.07, -0.71)
C (-2.80, -1.83, 0.05)
N (-4.06, -1.44, 0.33)
C (-5.26, -2.13, -0.12)
C (-4.04, -0.34, 1.20)
C (-2.69, -0.06, 1.50)
C (-2.43, 0.82, 2.55)
C (-3.50, 1.48, 3.16)
C (-4.83, 1.21, 2.81)
C (-5.12, 0.26, 1.82)
C (-1.88, -0.94, 0.66)
C (-0.49, -0.94, 0.52)
C (0.36, -0.08, 1.26)
C (1.40, -0.47, 2.14)
C (1.80, -1.82, 2.58)
N (2.02, 0.64, 2.60)
C (3.07, 0.64, 3.60)
C (1.44, 1.78, 2.06)
C (0.36, 1.37, 1.24)
C (-0.42, 2.35, 0.63)
C (-0.08, 3.70, 0.81)
C (1.01, 4.08, 1.61)
C (1.78, 3.11, 2.26)
H (-1.48, -3.33, -0.61)
H (-3.12, -3.91, -0.29)
H (-2.79, -2.98, -1.78)
H (-6.12, -1.53, 0.17)
H (-5.22, -2.23, -1.21)
H (-5.34, -3.13, 0.33)
H (-1.41, 0.94, 2.90)
H (-3.28, 2.20, 3.96)
H (-5.63, 1.76, 3.30)
H (-6.14, 0.00, 1.53)
H (-0.05, -1.77, -0.04)
H (1.21, -2.55, 2.01)
H (2.87, -2.02, 2.41)
H (1.58, -1.97, 3.65)
H (3.43, 1.66, 3.73)
H (2.69, 0.25, 4.56)
H (3.88, -0.01, 3.27)
H (-1.30, 2.06, 0.06)
H (-0.70, 4.46, 0.33)
H (1.25, 5.14, 1.72)
H (2.62, 3.37, 2.91)

Its total charge is +1. For the energy above the lowest of the compared OMol25 structures with the same formula, charge and spin, the calculation gives 0.000 eV. For the orbital gap, the calculation gives 6.7 eV. Its HOMO energy is -10.54 eV.

Just the Löwdin charges please, in e? Sure, here they are: -0.08, -0.07, -0.04, -0.24, -0.10, -0.35, -0.12, -0.14, -0.17, -0.02, -0.04, -0.08, 0.10, 0.11, 0.12, 0.13, 0.10, 0.17, 0.13, 0.07, 0.11, 0.09, 0.13, 0.09, 0.12, 0.10, 0.11, 0.00, -0.17, -0.02, 0.02, -0.15, -0.09, -0.01, -0.05, -0.06, 0.00, -0.07, 0.08, -0.14, -0.20, 0.01, -0.04, 0.01, -0.16, -0.15, -0.04, -0.06, -0.07, 0.00, 0.09, 0.11, 0.11, 0.09, 0.11, 0.11, 0.11, 0.11, 0.11, 0.11, 0.11, 0.09, 0.10, 0.10, 0.09, 0.11, 0.10, 0.09, 0.11, 0.11, 0.11


C3H2IN | ωB97M-V/def2-TZVPD

Cartesian coordinates (Å):
C (2.49, -0.49, 0.00)
C (-0.40, 0.49, 0.51)
C (-1.12, 0.09, -0.42)
N (3.58, -0.84, -0.04)
I (-3.41, 0.19, -0.12)
H (-0.16, 0.88, 1.47)
H (-0.99, -0.32, -1.40)

Its total charge is 0. For the energy above the lowest of the compared OMol25 structures with the same formula, charge and spin, the calculation gives 5.480 eV. For the orbital gap (spin up / spin down), the calculation gives 5.4 / 5.4 eV. Its HOMO energy (spin up / spin down) is -9.59 / -9.59 eV.

Just the Löwdin charges please, in e? Sure, here they are: -0.30, 0.09, -0.48, -0.13, 0.72, 0.06, 0.04


C3H9NO3 | ωB97M-V/def2-TZVPD

Cartesian coordinates (Å):
C (0.25, 1.30, -0.76)
C (0.07, 0.38, 0.46)
C (-1.42, 0.06, 0.71)
O (-2.10, -0.37, -0.47)
N (0.87, -0.87, 0.40)
O (0.45, -1.61, -0.78)
O (2.25, -0.46, 0.18)
H (-0.40, 2.17, -0.68)
H (1.28, 1.66, -0.84)
H (0.01, 0.79, -1.70)
H (0.42, 0.93, 1.35)
H (-1.53, -0.72, 1.47)
H (-1.94, 0.95, 1.08)
H (-1.46, -0.93, -0.95)
H (0.56, -2.53, -0.46)
H (2.67, -0.75, 1.01)

Its total charge is 0. For the energy above the lowest of the compared OMol25 structures with the same formula, charge and spin, the calculation gives 4.097 eV. For the orbital gap, the calculation gives 10.6 eV. The structure (SMILES) is C[C@@H](CO)N(O)O. Its HOMO energy is -9.87 eV.

Just the Löwdin charges please, in e? Sure, here they are: -0.05, -0.33, -0.22, -0.08, -0.16, -0.03, -0.04, 0.09, 0.07, 0.08, 0.14, 0.11, 0.12, 0.07, 0.12, 0.10


C21H67N15O13 | ωB97M-V/def2-TZVPD

Cartesian coordinates (Å):
C (0.55, 2.07, -6.59)
O (-0.82, 1.64, -6.25)
C (-1.53, 2.26, -5.17)
C (-2.87, 1.63, -4.84)
N (-3.27, 0.71, -5.89)
C (-4.39, -0.29, -5.75)
C (-5.58, 0.28, -4.98)
O (-6.11, 1.55, -5.38)
C (-7.19, 1.44, -6.36)
H (1.05, 2.19, -5.63)
H (0.49, 3.06, -7.04)
H (1.13, 1.55, -7.35)
H (-1.63, 3.29, -5.51)
H (-0.91, 2.55, -4.32)
H (-3.45, 2.53, -4.65)
H (-2.84, 1.15, -3.86)
H (-2.43, 0.44, -6.38)
H (-4.00, -1.17, -5.25)
H (-4.64, -0.52, -6.78)
H (-5.35, 0.24, -3.92)
H (-6.32, -0.51, -5.14)
H (-7.04, 0.77, -7.20)
H (-7.35, 2.34, -6.95)
H (-8.15, 1.27, -5.86)
N (6.72, -3.62, 1.92)
C (5.68, -3.74, 2.73)
N (4.98, -2.67, 2.55)
O (5.41, -4.65, 3.52)
H (6.88, -2.84, 1.30)
H (7.46, -4.28, 2.13)
H (4.06, -2.83, 2.95)
H (5.14, -1.87, 1.95)
N (5.06, -1.88, -2.19)
C (6.26, -1.43, -2.35)
N (6.81, -1.98, -3.38)
O (6.82, -0.88, -1.40)
H (4.56, -2.17, -3.02)
H (4.61, -1.67, -1.31)
H (6.20, -2.54, -3.94)
H (7.80, -1.76, -3.43)
N (-3.33, 6.31, 0.73)
C (-2.32, 5.61, 0.34)
N (-1.19, 6.33, 0.26)
O (-2.40, 4.42, 0.16)
H (-4.22, 5.86, 0.94)
H (-3.04, 7.21, 1.07)
H (-0.36, 5.84, -0.05)
H (-1.27, 7.29, 0.58)
N (3.52, 4.42, 1.21)
C (3.86, 4.22, -0.05)
N (4.96, 3.51, -0.24)
O (3.22, 4.69, -0.91)
H (3.95, 3.88, 1.95)
H (2.73, 5.02, 1.41)
H (5.27, 3.35, -1.19)
H (5.23, 2.97, 0.57)
N (-5.43, 0.50, 1.67)
C (-5.01, 0.88, 2.86)
N (-5.27, 2.15, 3.10)
O (-4.22, 0.24, 3.55)
H (-5.23, -0.40, 1.26)
H (-5.89, 1.26, 1.18)
H (-4.83, 2.66, 3.85)
H (-5.85, 2.66, 2.45)
N (-0.15, -3.70, 4.64)
C (0.36, -4.76, 4.01)
N (0.69, -5.65, 4.92)
O (0.68, -4.81, 2.81)
H (-0.51, -2.90, 4.14)
H (-0.55, -3.92, 5.54)
H (1.44, -6.28, 4.69)
H (0.51, -5.19, 5.80)
N (-0.93, -0.51, 0.82)
C (0.24, 0.06, 1.10)
N (0.34, 0.78, 2.14)
O (1.20, -0.27, 0.52)
H (-0.97, -1.20, 0.09)
H (-1.70, -0.17, 1.39)
H (1.30, 1.01, 2.35)
H (-0.45, 1.33, 2.44)
C (7.86, 2.79, 3.50)
C (6.96, 2.03, 4.41)
O (5.69, 2.46, 4.26)
H (7.71, 2.57, 2.44)
H (8.90, 2.63, 3.80)
H (7.69, 3.86, 3.55)
H (7.13, 2.38, 5.42)
H (6.78, 0.95, 4.33)
H (5.15, 1.84, 4.76)
C (-0.05, 3.60, 6.12)
C (-0.42, 2.33, 6.75)
O (-1.83, 2.31, 6.73)
H (-0.31, 3.55, 5.06)
H (1.03, 3.71, 6.06)
H (-0.44, 4.54, 6.50)
H (-0.05, 2.20, 7.76)
H (-0.02, 1.43, 6.27)
H (-2.09, 1.56, 6.19)
C (-0.23, -3.75, -4.27)
C (-0.26, -5.12, -3.52)
O (0.51, -6.09, -4.27)
H (-0.75, -3.10, -3.57)
H (-0.61, -3.76, -5.29)
H (0.74, -3.27, -4.41)
H (-1.27, -5.49, -3.34)
H (0.11, -4.92, -2.52)
H (1.25, -6.30, -3.71)
C (-5.02, -4.62, 0.93)
C (-4.66, -6.02, 0.44)
O (-5.76, -6.79, 0.08)
H (-5.38, -4.07, 0.07)
H (-4.14, -4.10, 1.31)
H (-5.86, -4.61, 1.63)
H (-4.03, -6.56, 1.15)
H (-4.08, -5.86, -0.47)
H (-6.41, -6.72, 0.79)

Its total charge is 0. For the energy above the lowest of the compared OMol25 structures with the same formula, charge and spin, the calculation gives 9.030 eV. For the orbital gap, the calculation gives 7.7 eV. The structure (SMILES) is COCCNCCOC.NC(N)=O.NC(N)=O.NC(N)=O.NC(N)=O.NC(N)=O.NC(N)=O.NC(N)=O.CCO.CCO.CCO.CCO. Its HOMO energy is -7.76 eV.

Löwdin atomic charge list, values in e, 99 entries: -0.05, -0.23, -0.22, -0.21, -0.06, -0.17, -0.24, -0.17, -0.09, 0.08, 0.07, 0.08, 0.11, 0.12, 0.11, 0.11, 0.09, 0.11, 0.11, 0.11, 0.11, 0.08, 0.08, 0.08, 0.15, -0.77, 0.15, 0.02, 0.10, 0.11, 0.12, 0.11, 0.16, -0.79, 0.17, 0.00, 0.11, 0.12, 0.12, 0.13, 0.16, -0.79, 0.16, 0.03, 0.12, 0.10, 0.12, 0.10, 0.16, -0.82, 0.17, 0.06, 0.09, 0.11, 0.12, 0.10, 0.16, -0.75, 0.15, 0.00, 0.12, 0.10, 0.12, 0.10, 0.14, -0.72, 0.15, 0.00, 0.11, 0.10, 0.13, 0.10, 0.17, -0.86, 0.18, 0.06, 0.12, 0.10, 0.12, 0.12, -0.08, -0.38, -0.09, 0.07, 0.08, 0.08, 0.11, 0.12, 0.09, -0.11, -0.35, -0.07, 0.07, 0.07, 0.08, 0.11, 0.11, 0.08, -0.09